[1]
This record from the OMol25 dataset describes the molecule C20H24N2O2S. The level of theory is the ωB97M-V functional and the def2-TZVPD basis.

SMILES string: Cn1c(=O)cc(SCC(=O)NCCC2=CCCCC2)c2ccccc21
HOMO-LUMO gap, eV: 8.595
Relative energy (zero: lowest compared OMol25 entry of this formula, charge and spin), kcal per mole: 14.50

ORCA input file:
```
! wB97M-V def2-TZVPD RIJCOSX def2/J DEFGRID3
* xyz 0 1
C -6.15 0.36 0.72
N -4.77 0.57 0.36
C -4.03 -0.45 -0.19
C -4.59 -1.72 -0.41
C -3.84 -2.73 -0.96
C -2.51 -2.52 -1.31
C -1.95 -1.29 -1.11
C -2.68 -0.24 -0.55
C -2.11 1.06 -0.32
C -2.87 2.04 0.22
C -4.25 1.84 0.59
O -4.94 2.72 1.08
H -2.51 3.04 0.41
S -0.42 1.27 -0.77
C -0.01 2.95 -0.18
C 1.48 3.20 -0.35
O 1.90 4.21 -0.88
N 2.26 2.24 0.19
H 1.84 1.38 0.49
C 3.69 2.20 -0.01
H 4.18 2.11 0.97
C 4.08 1.02 -0.91
C 3.65 -0.29 -0.29
C 2.51 -0.87 -0.65
C 1.98 -2.13 -0.03
C 2.70 -2.47 1.27
C 4.20 -2.31 1.07
C 4.53 -0.85 0.78
H 5.58 -0.76 0.48
H 4.41 -0.26 1.70
H 4.74 -2.65 1.96
H 4.52 -2.93 0.23
H 2.37 -1.80 2.06
H 2.46 -3.49 1.57
H 0.91 -2.02 0.15
H 2.10 -2.95 -0.75
H 1.91 -0.45 -1.44
H 5.16 1.03 -1.04
H 3.61 1.15 -1.88
H 3.98 3.15 -0.47
H -0.28 3.01 0.88
H -0.57 3.69 -0.76
H -0.92 -1.10 -1.39
H -1.93 -3.32 -1.75
H -4.29 -3.70 -1.11
H -5.61 -1.91 -0.14
H -6.52 1.30 1.13
H -6.75 0.09 -0.15
H -6.24 -0.42 1.49
*
```

[2]
This record from the OMol25 dataset describes a structure of composition C54H82As2F12N8 in a non-equilibrium geometry. The level of theory is the ωB97M-V functional and the def2-TZVPD basis.

HOMO-LUMO gap, eV: 7.582

ORCA input file:
```
! wB97M-V def2-TZVPD RIJCOSX def2/J DEFGRID3
* xyz 6 1
C -0.17 -9.89 -3.07
N -0.64 -8.73 -2.33
C -1.89 -8.77 -1.84
C -2.39 -7.74 -1.07
C -1.58 -6.66 -0.72
C -0.30 -6.66 -1.27
C 0.16 -7.68 -2.07
C -2.02 -5.61 0.25
C -2.88 -5.93 1.30
C -3.23 -5.02 2.29
N -2.62 -3.80 2.28
C -1.70 -3.48 1.35
C -1.50 -4.33 0.29
C -2.94 -2.78 3.34
H 0.56 -9.59 -3.83
H -0.89 -10.32 -3.77
H 0.39 -10.61 -2.49
H -2.44 -9.68 -2.03
H -3.39 -7.81 -0.65
H 0.46 -5.95 -0.95
H 1.20 -7.79 -2.33
H -3.34 -6.91 1.36
H -3.92 -5.33 3.05
H -1.14 -2.59 1.59
H -0.71 -4.08 -0.41
H -3.43 -1.96 2.83
H -1.97 -2.49 3.72
H -3.56 -3.19 4.14
C 0.76 -0.48 5.39
N 2.06 -1.07 5.69
C 2.44 -1.23 6.98
C 3.59 -1.93 7.24
C 4.40 -2.38 6.19
C 4.00 -2.20 4.88
C 2.81 -1.50 4.65
C 5.73 -3.02 6.47
C 6.89 -2.31 6.37
C 8.12 -2.98 6.61
N 8.15 -4.22 7.05
C 6.98 -4.92 7.17
C 5.77 -4.37 6.91
C 9.39 -4.96 7.24
H 0.72 0.58 5.61
H 0.05 -1.06 5.98
H 0.38 -0.65 4.39
H 1.77 -0.86 7.75
H 3.94 -2.22 8.22
H 4.67 -2.33 4.04
H 2.29 -1.30 3.72
H 6.96 -1.31 5.98
H 9.06 -2.46 6.49
H 7.11 -5.95 7.47
H 4.87 -4.95 7.04
H 10.14 -4.51 6.58
H 9.41 -5.99 6.87
H 9.93 -4.90 8.19
C 3.07 3.36 1.37
N 3.10 2.62 0.11
C 2.82 1.28 0.12
C 2.87 0.59 -1.07
C 3.30 1.17 -2.25
C 3.51 2.54 -2.20
C 3.45 3.27 -1.04
C 3.61 0.37 -3.50
C 4.29 0.86 -4.61
C 4.62 0.04 -5.67
N 4.30 -1.27 -5.63
C 3.54 -1.75 -4.65
C 3.21 -0.95 -3.56
C 4.61 -2.19 -6.77
H 2.14 3.94 1.38
H 3.92 4.04 1.47
H 3.15 2.66 2.20
H 2.58 1.03 1.14
H 2.80 -0.48 -0.92
H 3.91 3.07 -3.06
H 3.66 4.32 -0.94
H 4.58 1.90 -4.77
H 5.10 0.44 -6.55
H 3.14 -2.75 -4.72
H 2.67 -1.44 -2.75
H 5.35 -1.75 -7.43
H 3.68 -2.17 -7.36
H 4.77 -3.17 -6.33
C -0.66 10.23 -1.37
C 0.37 9.52 -2.26
C -0.23 8.36 -3.11
C -0.72 7.21 -2.22
N -1.16 5.97 -3.03
C -1.32 4.72 -2.12
C -0.11 3.93 -2.49
C -0.13 4.02 -3.99
C -0.13 5.55 -4.08
C -2.53 6.37 -3.60
H -0.12 10.64 -0.52
H -1.48 9.60 -1.03
H -1.12 11.08 -1.88
H 1.15 9.12 -1.61
H 0.86 10.12 -3.02
H 0.53 8.00 -3.80
H -1.07 8.70 -3.72
H -1.46 7.44 -1.47
H 0.17 6.89 -1.66
H -2.30 4.27 -2.25
H -1.24 4.98 -1.07
H -0.26 2.87 -2.22
H 0.77 4.18 -1.91
H -1.07 3.59 -4.34
H 0.67 3.50 -4.52
H -0.32 5.95 -5.07
H 0.83 5.89 -3.71
H -2.97 5.44 -3.97
H -2.26 7.01 -4.43
H -3.17 6.83 -2.85
C -8.61 2.99 1.42
C -7.60 1.93 1.82
C -6.46 1.79 0.78
C -6.91 1.09 -0.52
N -5.82 0.96 -1.57
C -5.18 2.33 -1.89
C -4.64 2.21 -3.33
C -5.33 0.97 -3.92
C -6.43 0.57 -2.93
C -4.77 0.04 -1.09
H -8.19 4.00 1.34
H -9.45 3.23 2.06
H -8.92 2.76 0.39
H -8.15 0.98 1.93
H -7.25 2.03 2.85
H -5.69 1.21 1.28
H -6.13 2.78 0.46
H -7.70 1.69 -0.95
H -7.25 0.07 -0.35
H -4.38 2.58 -1.20
H -5.92 3.13 -1.82
H -3.63 1.85 -3.16
H -4.72 3.17 -3.84
H -4.62 0.15 -3.93
H -5.74 0.94 -4.93
H -6.54 -0.51 -2.90
H -7.38 1.10 -2.99
H -5.17 -0.97 -0.94
H -4.43 0.36 -0.12
H -3.98 -0.20 -1.79
As 2.35 -3.15 0.62
F 3.43 -3.28 -0.75
F 1.23 -2.37 -0.59
F 1.19 -2.92 1.93
F 3.48 -3.96 1.66
F 2.98 -1.53 1.00
F 1.56 -4.69 0.21
As -1.05 0.82 1.55
F 0.47 0.01 2.02
F -0.26 1.38 0.05
F -2.44 1.77 1.12
F -1.76 0.43 3.07
F -0.35 2.24 2.33
F -1.61 -0.67 0.78
*
```

[3]
This record from the OMol25 dataset describes a cluster of 3 separate species, C3H12N2O2 in total in a non-equilibrium geometry. The level of theory is the ωB97M-V functional and the def2-TZVPD basis.

SMILES string: [H]/N=C/NCC.O.O
HOMO-LUMO gap, eV: 9.492
Relative energy (zero: lowest compared OMol25 entry of this formula, charge and spin), kcal per mole: 30.36

ORCA input file:
```
! wB97M-V def2-TZVPD RIJCOSX def2/J DEFGRID3
* xyz 0 1
C -1.11 1.58 0.16
C -0.63 1.12 -1.22
N 0.11 -0.15 -1.16
C 1.46 -0.11 -1.09
N 2.23 -1.04 -0.65
H -1.93 1.02 0.61
H -1.35 2.64 0.09
H -0.28 1.47 0.86
H -1.47 0.99 -1.88
H 0.13 1.84 -1.54
H -0.34 -0.85 -0.58
H 1.86 0.74 -1.67
H 3.02 -0.69 -0.11
H 1.13 -0.57 1.12
H 1.35 -1.60 2.18
O 0.71 -0.91 1.94
H -2.29 -2.26 1.01
H -0.95 -1.56 1.30
O -1.65 -1.66 0.62
*
```

[4]
This record from the OMol25 dataset describes a structure of composition C35H43ClN2NdSi2 in a non-equilibrium geometry. The level of theory is the ωB97M-V functional and the def2-TZVPD basis.

HOMO-LUMO gap (spin up / spin down), eV: 6.379 / 6.686
⟨S²⟩: 3.754

ORCA input file:
```
! wB97M-V def2-TZVPD RIJCOSX def2/J DEFGRID3
* xyz 1 4
C -2.05 -1.19 4.72
C -2.70 -0.71 3.54
C -2.40 -1.61 2.47
H -3.41 0.12 3.50
C -1.55 -2.64 2.99
C -1.34 -2.38 4.37
H -0.83 -3.05 5.08
H -2.20 -0.81 5.73
H -2.83 -1.59 1.47
H -1.20 -3.51 2.44
Nd -0.10 -0.44 2.97
Si -0.85 -0.35 -3.84
C -0.37 1.20 -4.82
C 0.99 1.31 -5.18
H 1.68 0.47 -4.99
C 1.46 2.49 -5.76
H 2.52 2.57 -6.01
C 0.57 3.55 -6.00
H 0.94 4.47 -6.46
C -0.79 3.43 -5.64
H -1.47 4.26 -5.83
C -1.26 2.25 -5.05
H -2.31 2.13 -4.76
C -0.02 -1.71 -4.87
C -0.28 -1.87 -6.24
H -1.00 -1.20 -6.74
C 0.37 -2.88 -6.97
H 0.18 -2.99 -8.03
C 1.28 -3.74 -6.33
H 1.76 -4.54 -6.88
C 1.56 -3.57 -4.97
H 2.29 -4.20 -4.46
C 0.89 -2.58 -4.25
H 1.10 -2.48 -3.17
H -2.29 -0.43 -3.92
Si 1.06 -0.01 -1.90
C 0.06 -1.52 -1.26
C -1.33 -1.73 -1.48
H -2.00 -0.98 -1.95
C -1.98 -2.91 -1.08
H -3.04 -3.05 -1.32
C -1.25 -3.91 -0.43
H -1.75 -4.86 -0.17
C 0.10 -3.70 -0.17
H 0.67 -4.49 0.33
C 0.75 -2.53 -0.58
H 1.80 -2.39 -0.35
C -0.01 1.36 -1.19
C -1.11 1.11 -0.34
H -1.33 0.10 0.01
C -2.01 2.12 -0.01
H -2.89 1.87 0.61
C -1.81 3.42 -0.47
H -2.54 4.21 -0.22
C -0.69 3.70 -1.28
H -0.54 4.72 -1.65
C 0.20 2.68 -1.65
H 1.03 2.91 -2.31
H 2.34 0.13 -1.17
Cl 2.09 -0.24 1.54
C 0.33 2.85 2.43
N 0.24 1.99 3.63
C -0.93 2.40 4.46
C 1.51 2.12 4.41
C 1.61 1.09 5.54
N 1.72 -0.31 5.01
C 3.15 -0.57 4.66
C 1.37 -1.26 6.09
H 1.10 2.46 1.75
H -0.63 2.85 1.90
H 0.57 3.89 2.71
H -0.79 3.43 4.85
H -1.84 2.37 3.85
H -1.06 1.71 5.31
H 2.35 2.03 3.71
H 1.56 3.13 4.86
H 2.52 1.32 6.13
H 0.75 1.16 6.22
H 3.79 -0.46 5.56
H 3.24 -1.60 4.29
H 3.49 0.10 3.87
H 0.36 -1.04 6.48
H 1.38 -2.28 5.70
H 2.09 -1.19 6.93
*
```

Number 1: molecular weight 356.491 g mol⁻¹. Number 2: molecular weight 1221.126 g mol⁻¹. Number 3: molecular weight 108.141 g mol⁻¹. Number 4: molecular weight 727.608 g mol⁻¹.